C5H14N2O2 | wB97M-V/def2-TZVPD

Geometry as XYZ:
```
23
Properties=species:S:1:pos:R:3:forces:R:3:nbo_charge:R:1
C 1.2782 3.1727 1.0840 0.78 0.11 -0.34 0.29
O 0.2472 3.4419 1.6306 -0.06 -0.14 -0.15 -0.50
C 1.5106 -1.8007 1.1683 0.59 -0.23 0.27 -0.60
C 0.6128 -2.3782 0.0883 -0.26 -0.65 -0.67 -0.43
C -0.2605 -1.3215 -0.5331 -0.04 -1.02 0.07 0.13
C -1.5730 -1.3456 -0.2976 -0.96 1.09 -0.07 -0.13
N -2.3956 -0.1640 -0.4559 0.84 -0.76 -0.66 -0.86
N 0.3598 -0.2995 -1.2262 0.02 0.32 1.14 -0.83
H 2.2358 2.9865 1.6102 -0.29 -0.02 0.38 0.10
H 1.4154 3.1285 -0.0147 -0.46 -0.01 -0.01 0.11
H 2.2266 -2.5316 1.5575 -0.40 -0.26 0.09 0.21
H 0.8717 -1.4530 1.9816 0.26 0.19 0.05 0.21
H 1.1493 -2.9887 -0.6440 0.41 0.40 -0.22 0.20
H -0.0589 -3.1135 0.5324 -0.07 0.11 0.22 0.22
H -2.1920 -2.2142 -0.1145 0.76 -0.36 0.65 0.19
H -3.3310 -0.4793 -0.2720 -0.39 0.67 0.08 0.37
H -2.0970 0.5467 0.2027 -0.37 -0.02 0.04 0.37
H -0.2392 0.3357 -1.7064 0.09 -0.10 -0.56 0.38
H 2.1834 -1.0061 0.8376 -0.44 0.28 -0.20 0.20
H 1.3006 -0.4398 -1.5248 0.16 0.12 -0.26 0.39
H -1.0049 1.9135 -1.5713 -0.38 0.33 -0.07 0.46
H -1.0268 3.1532 -0.7160 -0.10 0.15 -0.04 0.47
O -1.2125 2.8570 -1.6168 0.32 -0.21 0.27 -0.93
```
Forces are in eV/Å.

Results
- calculated total energy (eV) = -12485.4843
- spin multiplicity = 1
- gap between HOMO and LUMO (eV) = 7.8854
- SMILES string = CC/C(N)=C/N.C=O.O
- lowest unoccupied orbital energy (hartree) = 0.021
- ΔE to the lowest compared entry with this formula, charge and spin (kJ/mol) = 274.4
- total charge = 0

---

C21H24AsAuN5OS2 | wB97M-V/def2-TZVPD

Geometry as XYZ:
```
55
Properties=species:S:1:pos:R:3:forces:R:3:nbo_charge:R:1
Au -1.4267 0.2119 -1.0200 -0.26 0.50 -1.18 1.04
O -2.9413 -1.4824 -0.8013 0.89 0.77 0.84 -0.62
N -3.5838 -1.8299 -1.8857 -0.37 0.04 -1.45 0.03
C -4.7063 -2.5570 -1.7524 -0.42 -0.27 0.13 0.03
C -5.4611 -2.9250 -2.8372 0.16 0.08 -0.11 -0.23
C -5.0645 -2.5180 -4.1103 0.09 -0.09 0.23 -0.14
C -3.8964 -1.8030 -4.2403 0.07 -0.01 0.16 -0.22
C -3.1375 -1.4710 -3.1145 -0.48 -0.24 0.28 0.00
S -1.6374 -0.6518 -3.2928 0.83 0.98 1.24 -0.01
H -4.9628 -2.8166 -0.7373 0.06 0.07 0.05 0.24
H -6.3475 -3.5198 -2.6872 -0.07 0.02 0.06 0.25
H -5.6603 -2.7648 -4.9748 -0.01 -0.01 -0.08 0.24
H -3.5343 -1.4763 -5.2021 0.00 0.04 -0.09 0.25
S -0.0620 2.1982 -1.5759 -1.31 -1.21 0.20 -0.14
C 0.5606 2.2232 0.0790 0.55 0.14 -1.73 0.05
N 1.8087 2.5016 0.3511 0.10 -0.06 0.54 -0.12
N 2.6311 2.8137 -0.5937 -1.67 0.22 -0.89 -0.32
C 3.9934 2.6881 -0.4420 1.66 -0.22 0.55 0.19
C 4.5177 2.3303 0.8044 -0.30 0.08 -0.32 -0.25
C 5.8691 2.0965 0.9302 0.13 0.02 -0.20 -0.18
C 6.7029 2.2117 -0.1753 0.01 0.11 -0.03 -0.20
C 6.1865 2.6046 -1.4037 0.17 -0.09 0.20 -0.19
C 4.8347 2.8453 -1.5464 -0.54 -0.02 0.30 -0.25
N -0.1910 1.8673 1.1159 -1.58 -0.46 1.66 -0.12
N -1.2568 1.1999 0.9488 2.49 0.14 -2.26 -0.26
C -2.0302 0.9331 2.0471 -1.24 -0.19 1.65 0.14
C -1.9368 1.7392 3.1936 0.07 -0.01 -0.43 -0.21
C -2.7581 1.4945 4.2709 -0.05 -0.14 0.02 -0.20
C -3.6548 0.4338 4.2298 0.01 -0.05 -0.12 -0.17
C -3.7236 -0.3859 3.1109 -0.12 0.04 0.22 -0.20
C -2.9354 -0.1334 2.0079 0.48 0.32 -0.19 -0.23
H 2.2592 2.9732 -1.5386 0.21 -0.25 0.28 0.39
H 3.8407 2.2231 1.6359 0.03 -0.03 0.14 0.24
H 6.2724 1.8095 1.8881 0.06 -0.03 0.10 0.23
H 7.7557 2.0015 -0.0750 0.12 0.01 -0.01 0.23
H 6.8413 2.7101 -2.2551 0.03 0.01 -0.07 0.23
H 4.4176 3.1249 -2.5033 -0.01 0.04 -0.12 0.22
H -1.2338 2.5575 3.1885 -0.01 0.09 0.08 0.24
H -2.7127 2.1292 5.1426 0.04 0.05 0.05 0.23
H -4.3127 0.2540 5.0640 -0.05 -0.05 0.14 0.23
H -4.4071 -1.2208 3.1046 -0.08 -0.06 -0.05 0.22
H -2.9910 -0.7509 1.1237 -0.10 -0.05 0.04 0.25
C 0.9696 -3.4463 -0.0133 -0.10 0.16 0.02 -0.92
As 0.4937 -1.5399 0.0326 0.40 -0.31 0.15 0.80
C 2.0749 -0.8303 -0.8853 0.10 -0.05 0.06 -0.96
C 0.9747 -1.1764 1.8964 0.08 -0.16 -0.06 -0.95
H 2.0080 -3.5510 0.3015 -0.02 0.01 0.00 0.23
H 0.8599 -3.8422 -1.0217 -0.04 0.06 0.01 0.24
H 0.3310 -4.0102 0.6654 -0.02 0.04 -0.04 0.24
H 2.8199 -0.5299 -0.1482 0.07 -0.04 -0.04 0.23
H 1.8355 0.0235 -1.5172 -0.11 0.03 0.07 0.23
H 2.4866 -1.6098 -1.5247 0.05 -0.02 0.04 0.24
H 1.9419 -1.6443 2.0832 -0.01 0.05 0.09 0.23
H 0.2318 -1.6047 2.5711 0.01 0.00 -0.08 0.24
H 1.0470 -0.1076 2.0881 0.01 0.02 -0.06 0.23
```
Forces are in eV/Å.

Results
- calculated total energy (eV) = -117855.9200
- spin multiplicity = 1
- gap between HOMO and LUMO (eV) = 4.8320
- lowest unoccupied orbital energy (hartree) = -0.202
- ΔE to the lowest compared entry with this formula, charge and spin (kJ/mol) = 129.3
- total charge = +1

---

C26H49Cl16FN4O4 | wB97M-V/def2-TZVPD

Geometry as XYZ:
```
100
Properties=species:S:1:pos:R:3:forces:R:3:lowdin_charge:R:1
C 0.0744 1.1648 0.8509 1.02 0.66 0.48 -0.01
C -1.1864 1.0551 0.0686 1.15 -2.19 0.16 -0.59
O -1.9801 1.9324 -0.0407 -1.77 3.18 -0.36 0.02
N -1.4764 -0.1385 -0.4876 0.73 0.26 -0.01 0.02
C -0.8226 -1.4101 -0.2840 -0.52 0.64 -0.27 -0.12
H -0.1443 1.0333 1.9106 0.10 -0.59 0.08 0.09
H 0.5061 2.1655 0.8334 -0.52 0.33 -0.36 0.05
H 0.8991 0.5539 0.4837 -0.29 -0.53 0.32 0.06
H -2.2164 -0.0892 -1.1733 -0.21 -0.16 0.08 0.07
H -1.5364 -2.0107 -0.8479 0.70 -1.07 0.38 0.04
H -0.7432 -1.6318 0.7802 -0.31 -0.37 -0.05 0.02
H 0.1909 -1.4698 -0.6806 -0.02 -0.04 -0.38 0.06
C -4.9183 1.4186 -3.7034 0.37 -1.05 -0.19 0.02
C -3.6204 0.5749 -3.4722 -0.82 0.60 -0.48 -0.51
O -3.4811 -0.1455 -2.4999 -0.21 -0.24 0.34 0.00
N -2.6689 0.7066 -4.4207 -0.13 0.65 -0.17 0.02
C -1.3464 0.0939 -4.4509 0.17 0.03 -0.38 -0.07
H -4.8948 1.9762 -4.6397 0.26 0.49 0.36 0.07
H -5.1725 1.9932 -2.8127 0.45 0.34 -0.20 0.08
H -5.7905 0.7783 -3.8359 0.19 -0.54 0.13 0.08
H -2.9276 1.2462 -5.2344 0.11 -0.01 0.23 0.13
H -0.7371 0.6693 -5.1480 -0.18 -0.12 -0.36 0.08
H -1.4316 -0.9344 -4.8023 0.30 -0.01 0.21 0.06
H -0.7407 0.1530 -3.5466 -0.69 -0.22 0.44 0.07
C 2.9740 4.1866 6.0185 0.49 -0.02 -0.08 0.01
C 2.4913 3.9365 4.5865 -0.79 1.08 2.46 -0.59
O 1.4030 3.4436 4.4087 -1.02 -1.17 -0.59 0.03
N 3.2572 4.4176 3.6350 1.44 0.77 -1.24 0.02
C 3.0315 4.2668 2.2105 0.22 -0.48 0.35 -0.07
H 3.8651 4.8115 6.0775 0.20 -0.12 -0.17 0.07
H 3.2046 3.2172 6.4603 -0.03 0.02 0.09 0.08
H 2.2412 4.6917 6.6478 -0.35 -0.26 -0.35 0.08
H 4.0495 4.9879 3.8943 -0.11 -0.33 0.07 0.14
H 3.0127 5.2581 1.7576 -0.13 -0.28 -0.32 0.09
H 2.1242 3.6896 2.0324 -0.20 0.47 0.13 0.06
H 3.8447 3.6417 1.8417 0.16 0.31 -0.48 0.07
C 2.3720 -3.3246 -2.6108 -0.65 -1.03 -0.17 0.01
C 2.2470 -2.2325 -3.6526 0.36 1.40 0.25 -0.53
O 1.4218 -1.3392 -3.5444 -1.03 -0.06 0.30 0.02
N 3.1396 -2.1249 -4.6605 0.88 -2.78 1.32 -0.01
C 3.1630 -1.1479 -5.6704 0.58 0.95 -0.85 -0.09
H 1.6997 -4.1517 -2.8390 -0.32 0.01 -0.62 0.08
H 1.9379 -3.0219 -1.6579 0.55 0.53 0.00 0.04
H 3.3117 -3.8674 -2.5095 0.34 0.65 0.05 0.08
H 3.9441 -2.7308 -4.5852 -0.20 -0.02 -0.22 0.14
H 4.1088 -1.2924 -6.1927 -0.01 0.18 -0.11 0.09
H 3.1891 -0.1487 -5.2357 -0.32 0.08 -0.24 0.04
H 2.3837 -1.2609 -6.4240 -0.27 0.11 0.25 0.09
C -1.0435 -6.1404 -1.5165 0.18 0.48 -0.65 -1.05
Cl -2.4315 -7.1979 -1.6975 0.24 -0.58 -0.18 0.51
Cl -1.4485 -4.8589 -0.4024 0.12 0.35 0.83 0.52
H -0.1486 -6.6895 -1.2235 -0.33 0.01 0.28 0.04
H -0.8432 -5.5947 -2.4385 -0.17 -0.50 -0.19 -0.01
C -4.0194 -3.2681 -2.7284 -0.38 -0.60 -0.14 -0.97
Cl -4.7124 -4.9389 -2.6815 -0.17 0.96 0.21 0.47
Cl -2.4315 -3.4025 -3.4865 0.19 0.41 -0.09 0.53
H -4.6720 -2.6393 -3.3341 0.22 -0.20 0.02 0.02
H -3.9251 -2.8393 -1.7307 0.06 -0.36 -0.09 0.02
C -1.7900 4.1997 2.7203 0.12 -1.12 0.52 -1.06
Cl -0.9307 5.3190 1.6887 0.20 -0.04 -0.26 0.52
Cl -3.1936 4.9669 3.4700 -0.07 -0.08 0.10 0.50
H -2.1107 3.2975 2.1994 -0.23 0.50 -0.63 -0.02
H -1.1236 3.7996 3.4845 0.10 0.66 0.19 0.02
C -4.4825 -2.5793 3.4420 -0.91 0.65 1.58 -1.07
Cl -3.8389 -2.9713 5.0660 -0.24 -0.39 0.07 0.48
Cl -3.1528 -2.4336 2.3638 0.30 0.01 -1.09 0.55
H -5.2661 -3.2784 3.1498 0.57 -0.28 -0.14 0.04
H -4.9759 -1.6219 3.6098 0.29 -0.04 -0.41 -0.02
C -1.3876 3.5533 -3.1766 0.55 0.02 -0.07 -1.02
Cl -0.1219 4.2493 -2.1653 0.34 0.15 0.08 0.52
Cl -2.3694 4.8459 -3.9388 -0.02 -0.68 0.37 0.50
H -0.8923 3.0129 -3.9832 -0.21 0.08 0.12 0.01
H -1.9003 2.8726 -2.4970 -0.63 0.32 -0.35 0.01
C -5.0677 0.3653 0.9207 -0.87 0.43 -0.09 -0.94
Cl -4.6813 1.8683 1.7970 -0.07 -0.69 0.30 0.54
Cl -6.4647 -0.5893 1.6179 0.57 0.58 -0.18 0.49
H -5.4473 0.7588 -0.0223 0.39 -0.67 -0.05 0.01
H -4.2301 -0.3306 0.8729 -0.05 0.46 -0.08 -0.02
C 1.2166 -3.6291 2.9197 0.00 -0.38 0.39 -0.98
Cl 1.4925 -3.6522 1.1657 -0.02 -0.03 0.19 0.52
Cl 0.0824 -2.3789 3.4354 0.33 0.20 -0.04 0.54
H 0.7546 -4.5568 3.2574 0.21 -0.04 -0.44 0.03
H 2.1941 -3.5184 3.3892 -0.25 0.32 0.01 0.02
C 2.9948 1.2539 -2.4368 -0.82 -0.50 0.26 -1.03
Cl 3.0265 2.1151 -0.8785 0.15 -0.14 -0.24 0.54
Cl 4.4314 1.4914 -3.3923 0.50 0.31 -0.27 0.56
H 2.9036 0.1796 -2.2762 -0.05 0.29 0.28 0.01
H 2.1121 1.5878 -2.9821 0.25 0.12 0.04 0.03
F 2.3824 -1.0193 6.0305 -0.50 0.25 0.18 0.07
C 3.0231 -0.6708 4.9213 1.21 0.86 -2.62 -0.29
C 4.1977 -1.3661 4.6071 -0.71 -0.01 0.89 -0.04
C 4.9613 -1.0899 3.4804 -0.24 0.71 0.55 -0.09
C 4.6395 0.0142 2.7003 -0.83 -0.67 -0.44 -0.09
C 3.4244 0.6851 2.9261 0.45 -0.68 0.84 -0.07
C 2.6048 0.3427 4.0136 0.47 -0.31 0.60 -0.01
H 4.4913 -2.0782 5.3642 0.21 -0.41 -0.20 0.11
H 5.8416 -1.6771 3.2644 0.08 0.00 0.06 0.10
H 5.2722 0.1834 1.8416 -0.12 0.47 -0.12 0.10
H 3.0775 1.4971 2.3043 0.15 -0.03 -0.17 0.06
H 1.7260 0.9597 4.1299 -0.25 -0.23 0.41 0.09
```
Forces are in eV/Å.

Results
- calculated total energy (eV) = -244984.7748
- spin multiplicity = 1
- gap between HOMO and LUMO (eV) = 9.1578
- lowest unoccupied orbital energy (hartree) = 0.007
- total charge = 0